1.
{"formula": "C20H41LuN2P3S", "method": "the ωB97M-V functional and the def2-TZVPD basis", "elements": ["Lu", "P", "P", "P", "H", "C", "C", "H", "C", "C", "C", "C", "C", "C", "C", "C", "C", "H", "H", "H", "H", "H", "H", "H", "H", "H", "H", "H", "H", "H", "H", "H", "H", "H", "H", "H", "H", "H", "H", "H", "H", "H", "H", "H", "H", "H", "C", "C", "C", "C", "C", "C", "S", "H", "H", "H", "H", "H", "H", "N", "C", "C", "C", "N", "H", "H", "H", "H"], "coordinates": [[0.033055, 0.008431, 0.663081], [1.853103, 1.662075, 1.916111], [-1.596109, 0.775518, 2.912194], [-1.275703, 2.287043, -0.414663], [0.523135, -5.025395, -6.925566], [0.717410, -4.013804, -7.298454], [1.966304, -3.518175, -7.350521], [2.825928, -4.110347, -7.013911], [3.206782, 0.626652, 2.607689], [1.599922, 2.849828, 3.284234], [2.813359, 2.699575, 0.743907], [-3.219495, -0.065120, 2.740395], [-1.129022, 0.161068, 4.582304], [-2.172270, 2.456923, 3.379572], [-0.882223, 2.513244, -2.194001], [-1.212275, 4.033180, 0.117117], [-3.088473, 2.032564, -0.533420], [-0.139967, -3.452567, -7.684098], [2.174308, -2.533980, -7.784371], [3.357547, -0.248627, 1.963514], [2.939690, 0.258684, 3.606398], [4.140337, 1.203404, 2.657029], [1.106531, 2.367604, 4.135359], [0.962486, 3.679084, 2.956705], [2.568472, 3.250222, 3.612781], [3.298945, 2.071578, -0.012121], [3.569785, 3.272508, 1.297838], [2.143305, 3.388119, 0.215282], [-3.854805, 0.137150, 3.612029], [-3.044626, -1.142765, 2.656674], [-3.716788, 0.272390, 1.826105], [-1.850686, 0.525878, 5.327210], [-0.123049, 0.507824, 4.848610], [-1.122770, -0.935577, 4.578528], [-2.746054, 2.388364, 4.314165], [-2.807599, 2.885840, 2.596345], [-1.314841, 3.121162, 3.539122], [-1.505912, 3.326410, -2.588401], [-1.069638, 1.589166, -2.751304], [0.180135, 2.757426, -2.308235], [-2.008440, 4.584344, -0.402059], [-0.238461, 4.464186, -0.146541], [-1.354458, 4.112893, 1.200533], [-3.478855, 2.664874, -1.339917], [-3.594440, 2.277598, 0.407204], [-3.279061, 0.981040, -0.767464], [0.643124, -1.145683, -2.528628], [-0.759032, -1.373718, -2.570249], [-1.280432, -2.354878, -3.402358], [-0.445299, -3.064421, -4.265841], [0.929060, -2.791998, -4.277489], [1.476103, -1.857897, -3.419347], [1.440905, -0.000966, -1.533239], [-1.559785, -0.716298, -0.029368], [-1.432925, -0.771868, -1.954877], [-2.354825, -2.559572, -3.393887], [-0.846409, -3.800495, -4.948848], [1.577604, -3.278449, -5.002274], [2.541689, -1.618676, -3.423705], [0.711968, -2.937408, 1.063138], [1.193725, -3.983129, 1.768387], [1.471409, -3.515641, 3.051127], [1.132755, -2.163613, 3.061424], [0.669934, -1.793587, 1.831991], [0.375181, -2.935430, 0.105662], [1.305867, -4.958551, 1.327454], [1.868277, -4.073675, 3.880233], [1.186602, -1.451531, 3.877692]], "atomic_forces_ev_per_a": [[-0.239, 1.235, 1.628], [1.641, 0.850, 0.468], [-1.218, -0.099, 0.891], [-0.500, 0.804, -0.549], [0.087, 0.352, -0.121], [-0.598, -0.192, -0.049], [0.526, 0.181, -0.172], [-0.333, 0.236, -0.167], [-0.162, -0.350, -0.125], [-0.554, 0.032, 0.059], [-0.315, -0.048, -0.283], [0.186, -0.125, -0.236], [0.459, -0.160, -0.193], [0.364, 0.235, -0.304], [0.177, -0.187, 0.089], [0.229, -0.013, 0.261], [0.106, -0.303, 0.102], [0.343, -0.198, 0.063], [-0.090, -0.375, 0.202], [0.149, 0.152, 0.138], [0.118, 0.151, -0.188], [-0.285, -0.133, 0.069], [0.146, 0.075, -0.115], [0.168, -0.093, 0.035], [-0.202, -0.160, -0.155], [0.045, 0.111, 0.177], [-0.180, -0.170, -0.206], [0.167, -0.008, 0.143], [0.157, -0.030, -0.210], [-0.146, 0.109, 0.027], [-0.023, -0.070, 0.177], [0.227, -0.156, -0.248], [-0.220, -0.035, 0.117], [-0.059, 0.215, 0.079], [0.128, -0.017, -0.313], [0.108, -0.077, 0.184], [-0.238, -0.050, 0.028], [0.230, -0.228, -0.028], [-0.092, 0.197, -0.002], [-0.187, 0.105, -0.056], [0.257, -0.079, 0.159], [-0.229, -0.009, 0.080], [-0.001, 0.093, -0.245], [0.010, -0.106, 0.223], [0.104, -0.027, -0.202], [-0.171, 0.131, -0.012], [0.962, 1.045, 0.607], [-1.459, -0.581, -0.096], [-0.616, 0.429, 0.848], [-0.023, 0.001, -0.053], [1.499, 0.636, 0.388], [0.325, -0.624, -1.311], [-0.216, -0.765, -1.048], [-0.787, -0.656, -0.570], [0.250, -0.102, -0.317], [0.380, 0.183, -0.067], [-0.100, -0.022, -0.011], [-0.156, -0.169, 0.327], [-0.317, -0.269, -0.046], [0.380, -0.015, 0.845], [-0.133, 0.834, 0.287], [-0.084, 0.091, -0.203], [-0.294, -0.337, -1.302], [0.264, -0.994, 0.445], [0.055, -0.135, 0.349], [-0.019, -0.066, 0.003], [0.005, -0.123, -0.027], [-0.003, -0.129, -0.268]], "e_lumo_ev": [-13.31, -13.11], "charge": 3}

***

2.
{"formula": "C29H39AgBCl2N7O2S2", "method": "the ωB97M-V functional and the def2-TZVPD basis", "elements": ["Ag", "C", "C", "C", "C", "C", "C", "N", "N", "B", "N", "C", "C", "C", "N", "C", "C", "C", "N", "C", "C", "C", "N", "C", "C", "C", "H", "H", "H", "H", "H", "H", "H", "H", "H", "H", "H", "H", "H", "H", "H", "H", "H", "H", "H", "H", "H", "H", "H", "H", "H", "H", "H", "H", "Cl", "C", "Cl", "C", "O", "O", "H", "C", "C", "C", "C", "C", "C", "H", "H", "H", "H", "H", "S", "C", "N", "C", "C", "S", "H", "H", "H", "H", "H"], "coordinates": [[-1.032437, 0.347837, 0.879201], [-1.240796, 2.157269, -5.136974], [-0.742270, 1.832426, -3.732918], [-1.902501, 1.529488, -2.782983], [0.221061, 0.676422, -3.743414], [0.688537, -0.118272, -4.811048], [1.513139, -1.043253, -4.203474], [1.543085, -0.784854, -2.882397], [0.738986, 0.259360, -2.598363], [1.945768, -1.806133, -1.776017], [0.731749, -2.467052, -1.109161], [-1.572597, -2.748115, -2.212438], [-2.547599, -2.139096, 0.048992], [-3.484484, -1.769354, 0.717235], [-0.201493, -1.344928, -0.146652], [-4.758732, -1.460754, 1.378148], [-5.762580, -2.575503, 1.063440], [-4.579116, -1.299498, 2.888180], [2.973812, -1.272196, -0.734011], [4.200932, -1.828412, -0.631645], [4.748338, -1.475159, 0.572995], [3.753342, -0.685118, 1.187498], [2.696263, -0.559284, 0.388961], [3.768594, -0.178342, 2.607834], [2.835045, 0.998177, 2.833414], [3.394690, -1.337896, 3.540433], [-1.952325, 2.985839, -5.106576], [-0.420157, 2.435359, -5.802744], [-1.751129, 1.294553, -5.574311], [-0.208138, 2.704787, -3.340505], [-2.396911, 0.599451, -3.072677], [-1.534207, 1.399203, -1.765617], [-2.635145, 2.342246, -2.791296], [0.440123, -0.048475, -5.857533], [2.078797, -1.865322, -4.612300], [2.538377, -2.699656, -2.355441], [-0.909484, -3.179504, -2.944080], [-2.636000, -2.624507, -2.187877], [-5.127697, -0.516498, 0.963353], [-5.370450, -3.529590, 1.419415], [-6.717350, -2.377929, 1.559871], [-5.932851, -2.657547, -0.010965], [-4.112477, -2.195249, 3.303207], [-3.940596, -0.447310, 3.113551], [-5.549797, -1.149102, 3.370031], [4.576104, -2.459885, -1.420436], [5.708035, -1.764384, 0.971699], [4.795727, 0.138981, 2.833264], [1.844853, 0.775036, 2.448648], [2.737114, 1.213672, 3.899878], [3.186952, 1.899044, 2.331948], [2.370238, -1.665077, 3.342536], [4.054006, -2.196313, 3.391325], [3.462498, -1.026269, 4.586674], [0.529703, -5.079144, 0.245438], [-0.943360, -4.143898, 0.405429], [-0.825200, -2.552182, -0.771407], [-1.284501, -3.887305, 1.925940], [-2.156552, -4.700395, 2.283283], [-0.633581, -3.033284, 2.522155], [-1.720144, -4.631036, -0.175653], [-2.721660, 3.823114, 4.014273], [-2.232996, 2.603356, 4.464529], [-1.739959, 1.668578, 3.558421], [-1.700519, 1.895225, 2.172379], [-2.190579, 3.144341, 1.762301], [-2.694357, 4.089478, 2.651751], [-3.111493, 4.555698, 4.713637], [-2.239181, 2.374462, 5.526238], [-1.369242, 0.726167, 3.952576], [-2.171958, 3.403095, 0.707729], [-3.064166, 5.040230, 2.278196], [0.470400, 3.352341, -0.619439], [2.052153, 3.100240, -0.951036], [2.550094, 2.112753, -1.714381], [3.967732, 1.838493, -1.569100], [4.607655, 3.195091, -1.294610], [3.374938, 4.077731, -0.291870], [1.902595, 1.350140, -1.902754], [4.358900, 1.390670, -2.483193], [4.137117, 1.144571, -0.739193], [4.776945, 3.746465, -2.220249], [5.544369, 3.101694, -0.749270]], "atomic_forces_ev_per_a": [[0.137, 0.325, 0.296], [-0.021, -0.018, -0.011], [0.008, -0.030, -0.074], [0.019, -0.008, -0.031], [-0.052, 0.095, -0.084], [-0.092, 0.041, 0.053], [0.118, 0.047, 0.060], [-0.255, -0.237, 0.046], [-0.047, -0.217, -0.127], [-0.084, -0.469, -0.857], [1.071, 1.557, 1.873], [0.827, -0.099, 0.099], [0.353, -0.071, -0.029], [-0.161, -0.094, -0.457], [1.634, -0.542, -0.534], [0.112, -0.039, 0.086], [-0.034, 0.021, 0.015], [0.044, -0.042, 0.035], [-0.203, -0.217, 0.247], [0.008, -0.085, -0.209], [0.128, 0.092, 0.086], [-0.253, 0.124, -0.196], [0.070, -0.151, 0.085], [-0.009, -0.080, -0.100], [-0.064, 0.120, 0.001], [0.008, -0.026, 0.027], [0.020, 0.002, 0.002], [0.007, -0.004, -0.001], [-0.017, -0.005, -0.003], [-0.028, -0.012, 0.013], [-0.041, -0.012, -0.028], [0.002, 0.020, -0.003], [0.024, -0.003, 0.018], [0.021, 0.018, 0.016], [-0.047, -0.028, 0.025], [-0.062, 0.090, -0.113], [-0.142, 0.162, -0.197], [-0.037, -0.166, -0.125], [-0.023, -0.006, 0.024], [-0.004, 0.003, 0.011], [0.002, -0.004, -0.016], [0.006, 0.000, 0.003], [0.004, 0.011, -0.007], [0.064, 0.036, 0.006], [0.008, 0.018, -0.012], [-0.003, -0.004, 0.022], [-0.004, 0.012, 0.002], [-0.013, -0.079, 0.020], [-0.188, -0.031, -0.068], [0.054, 0.016, 0.017], [0.005, 0.061, -0.091], [0.035, 0.025, -0.021], [-0.014, 0.015, -0.005], [-0.007, -0.002, 0.004], [-0.033, -0.038, -0.037], [0.459, -0.223, -0.126], [-3.308, -0.302, 0.067], [0.045, 0.045, 0.026], [-0.021, 0.003, -0.008], [-0.043, -0.037, -0.057], [-0.142, 0.132, 0.073], [0.014, -0.010, 0.014], [-0.011, 0.022, -0.005], [0.024, -0.026, 0.027], [-0.098, -0.150, -0.077], [0.003, -0.011, -0.024], [0.017, -0.013, -0.016], [-0.001, -0.002, 0.000], [0.002, 0.004, 0.002], [-0.034, 0.007, -0.012], [-0.028, -0.017, -0.007], [0.010, -0.003, 0.000], [-0.120, 0.387, 0.199], [0.239, -0.375, -0.236], [0.509, 0.657, 0.528], [-0.008, 0.055, 0.033], [-0.017, -0.016, -0.001], [0.055, 0.024, -0.014], [-0.414, -0.282, -0.148], [-0.009, -0.013, -0.010], [0.005, 0.035, -0.007], [0.019, 0.008, -0.004], [0.005, 0.009, 0.024]], "e_lumo_ev": 3.99, "charge": -2}